(1)
141
Properties=species:S:1:pos:R:3:forces:R:3 method="wB97M-V/def2-TZVPD" total_charge=0 spin_multiplicity=1 e_homo_ha="-0.243 / -0.243" orbital_gap_ha="0.1989 / 0.1987" lumo_ev="-1.2 / -1.2"
W 0.037 -0.771 -0.139 -0.5 -0.1 -0.3
I 2.470 1.243 -1.165 0.1 0.1 -0.1
P 0.642 1.448 2.322 -0.2 -0.2 0.0
O 8.009 -3.976 -3.459 -0.1 0.1 0.1
O 1.488 -5.761 7.426 0.0 0.2 -0.1
O 1.015 2.689 1.413 0.1 -0.2 -0.1
O -8.883 -2.108 1.828 0.2 -0.1 -0.1
O 1.873 1.479 3.331 0.1 0.0 0.0
O 0.890 0.201 1.434 -0.2 0.1 0.0
O -2.579 1.396 -8.628 0.0 -0.2 0.1
O -0.686 1.522 2.959 0.1 0.0 0.1
N -1.806 -1.097 -1.295 0.0 -0.1 -0.1
N 0.783 -1.355 -2.101 0.1 0.2 -0.1
N 1.523 -2.223 0.488 0.3 -0.2 0.2
N -1.106 -1.736 1.334 -0.2 -0.2 0.2
C 0.924 -2.908 5.284 0.0 0.1 0.1
C -0.590 -2.175 2.550 -0.2 -0.1 -0.2
C -3.078 -1.298 -0.803 0.2 0.1 -0.2
C 0.920 4.079 1.812 0.0 0.1 0.0
C -3.421 -1.545 0.517 0.2 0.0 0.2
C -1.336 3.140 -2.049 0.0 0.0 0.1
C -7.579 -1.890 1.497 -0.1 0.0 0.1
C -2.016 1.474 0.062 0.1 -0.1 0.1
C 8.292 -5.332 -3.733 0.0 -0.1 0.0
C -1.393 0.037 -4.881 0.0 0.0 0.0
C 4.283 -2.824 -2.022 0.0 -0.1 0.0
C 1.326 4.271 3.263 0.1 0.2 0.0
C 1.676 -2.665 1.782 0.0 0.0 -0.2
C -0.784 1.255 -0.524 0.1 0.1 -0.1
C 2.841 -0.352 4.488 0.0 0.1 0.0
C -0.511 4.544 1.601 0.0 0.0 0.1
C -2.803 -1.987 2.884 0.2 -0.1 0.0
C -3.327 2.586 -8.763 0.0 0.1 0.0
C 2.413 -1.476 -3.737 -0.3 0.1 0.0
C -2.019 1.269 -4.993 0.0 0.0 0.0
C -9.794 -1.042 1.657 0.0 0.1 0.0
C 1.317 -5.067 6.268 0.0 0.0 0.0
C -2.430 1.765 -6.223 0.0 -0.1 -0.1
C 2.038 0.932 4.657 0.1 -0.1 -0.1
C 0.918 2.307 -2.073 0.1 0.0 0.0
C 1.111 -3.695 6.402 0.0 -0.1 0.0
C -2.224 1.007 -7.371 0.0 0.1 -0.1
C 0.706 0.692 5.352 0.0 0.0 0.0
C -1.199 -0.713 -6.043 0.0 0.0 0.0
C -6.733 -2.996 1.597 -0.1 0.1 0.0
C 2.066 -1.792 -2.385 -0.2 0.0 0.0
C -2.478 -1.715 1.518 0.1 0.1 0.0
C 2.851 1.970 5.425 0.0 -0.1 0.0
C -0.397 2.196 -1.540 0.0 0.0 0.1
C -2.938 2.431 -0.408 0.1 0.0 0.0
C -1.642 -2.283 3.515 -0.2 0.1 -0.2
C -2.628 3.216 -1.476 0.0 0.0 0.0
C 2.959 -2.382 -1.500 -0.1 0.1 0.0
C -5.711 -0.564 0.773 0.0 0.1 0.1
C -7.061 -0.666 1.088 -0.1 -0.1 0.0
C 1.331 -5.634 4.999 0.0 0.0 0.1
C 5.299 -1.904 -2.275 0.0 0.0 0.0
C 1.357 -0.821 -4.280 0.1 -0.1 0.2
C 2.987 -3.220 1.969 0.0 0.0 -0.2
C 6.767 -3.669 -2.989 0.1 0.0 0.0
C 6.526 -2.315 -2.753 0.0 -0.1 0.0
C 4.535 -4.166 -2.258 0.0 0.0 0.0
C 0.280 4.028 -3.618 0.0 0.0 0.0
C -3.386 -0.762 -2.955 -0.1 -0.1 0.3
C -4.861 -1.654 0.866 0.0 -0.1 0.0
C 1.258 3.170 -3.075 -0.1 0.0 0.0
C 0.326 -0.807 -3.289 0.1 -0.2 0.2
C -4.055 -1.130 -1.837 0.2 0.1 -0.3
C 1.720 -7.150 7.325 0.0 -0.1 0.0
C 0.689 -2.666 2.763 0.0 0.1 -0.1
C -1.994 -0.742 -2.618 0.0 -0.1 0.2
C 0.940 -3.456 4.003 0.0 0.0 0.1
C -1.607 -0.239 -7.271 0.0 0.1 0.0
C -0.996 -0.478 -3.546 0.0 0.0 0.2
C -0.977 4.025 -3.096 0.0 0.0 0.0
C 1.881 4.803 0.880 -0.1 0.0 0.1
C 3.615 -3.164 0.769 -0.2 0.0 0.2
C 2.692 -2.572 -0.155 -0.1 0.1 0.2
C 1.142 -4.825 3.887 0.0 0.0 0.0
C 5.765 -4.599 -2.739 0.1 0.0 0.0
C -5.396 -2.873 1.286 0.0 0.0 0.0
H 0.870 -7.662 6.866 0.0 0.0 0.0
H 8.224 -5.944 -2.829 0.0 0.0 0.0
H 1.795 5.880 1.019 0.0 0.1 0.0
H 2.356 3.960 3.424 0.0 0.0 0.0
H -5.113 -1.285 -1.722 0.0 0.0 0.0
H 2.625 -7.360 6.748 0.0 0.0 0.0
H -3.897 2.532 0.086 -0.1 0.0 0.0
H 0.673 3.708 3.927 0.0 0.0 0.0
H -1.727 4.711 -3.467 -0.1 0.0 0.0
H 1.478 -6.694 4.858 0.0 0.0 0.0
H 3.371 -3.600 2.898 0.0 0.0 0.1
H -1.195 3.871 2.114 -0.1 -0.1 0.1
H 0.148 1.621 5.444 0.0 0.0 0.0
H 3.150 1.566 6.392 0.0 0.0 0.0
H -9.567 -0.212 2.332 0.0 0.0 0.0
H 3.756 -4.892 -2.064 0.0 0.0 0.0
H 7.317 -1.606 -2.950 0.0 0.0 0.0
H -2.174 1.862 -4.102 0.0 0.0 0.0
H -1.513 -2.565 4.543 0.0 -0.1 0.1
H 1.642 4.564 -0.156 0.0 0.0 -0.1
H -5.311 0.395 0.466 0.0 0.0 0.0
H 0.767 -1.845 5.413 0.0 -0.1 0.0
H 3.749 2.233 4.866 0.0 0.0 0.0
H -3.795 -1.972 3.297 -0.1 0.0 0.0
H 1.143 -5.276 2.904 0.0 0.0 0.0
H 0.546 4.703 -4.419 0.0 0.0 0.0
H 3.782 -0.129 3.987 0.1 0.0 0.0
H -4.748 -3.737 1.363 0.0 0.0 0.0
H -2.899 2.735 -6.270 0.0 0.1 0.0
H 1.272 -0.403 -5.266 0.0 0.0 -0.1
H -3.597 2.655 -9.813 0.0 0.0 0.0
H -7.149 -3.940 1.917 0.0 0.0 0.0
H 1.238 5.330 3.508 0.0 0.1 0.0
H 2.293 -1.062 3.873 0.0 0.1 0.0
H -0.740 -1.691 -5.975 0.0 0.0 0.0
H 5.117 -0.852 -2.093 0.0 0.1 0.0
H -3.332 3.938 -1.867 -0.1 0.1 0.0
H 3.057 -0.808 5.456 0.0 0.0 0.0
H 3.358 -1.703 -4.195 0.1 0.0 -0.1
H -1.463 -0.820 -8.171 0.0 0.0 0.0
H -9.792 -0.681 0.624 0.0 0.0 0.0
H -7.686 0.210 1.017 0.0 0.0 0.0
H 2.275 3.215 -3.434 0.1 0.0 0.0
H 2.908 4.501 1.078 0.1 0.0 0.0
H 0.899 0.292 6.348 0.0 0.0 0.1
H 5.922 -5.652 -2.914 0.0 0.0 0.0
H -0.639 5.551 2.000 0.0 0.1 0.0
H 0.077 0.001 4.792 0.0 0.0 0.0
H 2.267 2.872 5.593 0.0 0.0 0.0
H 9.312 -5.357 -4.108 0.0 0.0 0.0
H -10.775 -1.443 1.898 0.0 0.0 0.0
H 7.617 -5.732 -4.495 0.0 0.0 0.0
H -2.735 3.462 -8.484 0.0 0.0 0.0
H -3.788 -0.566 -3.932 0.0 0.0 -0.1
H -2.318 0.864 0.909 0.1 0.1 -0.1
H -4.235 2.553 -8.155 0.0 0.0 0.0
H 4.610 -3.490 0.522 0.1 0.0 0.0
H 1.106 -3.266 7.393 0.0 0.0 0.1
H -0.759 4.556 0.545 -0.1 -0.1 -0.2
H 1.849 -7.508 8.343 0.0 0.0 0.0


(2)
59
Properties=species:S:1:pos:R:3:forces:R:3 method="wB97M-V/def2-TZVPD" total_charge=+1 spin_multiplicity=1 e_homo_ha=-0.456 orbital_gap_ha=0.3386 lumo_ev=-3.2
Cl -0.071 -5.212 -0.201 -0.1 0.0 -0.1
S 2.780 -0.218 -1.252 0.0 0.3 0.0
S 0.091 6.334 -3.320 -0.2 0.1 -0.1
O 2.610 -3.362 3.596 -0.2 -0.3 0.5
O -1.445 6.719 -3.323 0.0 0.0 -0.1
O 1.769 -1.235 -1.115 0.0 -0.2 0.3
O -2.280 -0.571 2.027 0.6 -0.2 0.9
O 1.907 -5.460 3.897 0.1 0.7 -0.5
O -2.650 -2.026 3.883 0.3 -0.2 -0.4
O 0.872 7.444 -2.876 0.1 0.0 0.1
O 3.576 -0.197 -2.435 0.0 -0.1 -0.1
O 2.135 1.199 -1.013 -0.1 -0.1 0.1
O -2.472 -2.825 0.335 0.2 0.0 0.0
O 0.244 5.067 -2.662 0.1 -0.1 0.1
N -0.413 -5.594 2.388 -0.3 -0.3 0.1
C -2.147 6.728 -2.055 -0.2 0.0 0.3
C 2.081 -4.516 3.154 0.1 -0.6 0.4
C 3.816 -0.236 0.171 0.0 -0.1 0.0
C 1.398 1.817 -2.109 -0.2 0.3 -0.3
C -1.801 7.926 -1.195 0.2 0.0 -0.1
C 0.282 6.142 -5.056 0.0 0.0 0.0
C -1.618 -5.101 3.136 -0.6 -0.2 0.1
C -0.351 -3.202 1.558 -0.3 0.1 0.1
C 0.045 1.183 -2.344 0.1 -0.2 0.1
C -2.543 -4.382 2.174 0.2 -0.1 0.3
C -1.899 -3.100 1.613 -0.2 0.2 0.1
C 1.759 -4.635 1.675 -0.1 0.5 -0.1
C 0.240 -4.600 1.450 0.4 -0.1 -0.5
B -2.276 -1.830 2.561 -0.2 0.3 -0.3
H -0.012 -2.649 0.676 0.2 0.0 0.2
H 0.079 -2.694 2.429 0.1 -0.1 0.1
H 2.168 -5.568 1.285 0.0 -0.1 0.2
H 1.337 5.943 -5.233 0.0 0.0 0.0
H 3.206 -0.076 1.056 0.0 0.0 0.0
H -0.328 5.308 -5.391 0.0 0.0 0.0
H -0.014 7.068 -5.541 0.0 0.0 0.0
H -0.729 -6.376 1.812 0.1 0.0 0.0
H 1.281 2.855 -1.810 0.1 0.0 0.1
H 4.564 0.544 0.067 0.0 0.0 0.0
H -1.892 -2.115 4.470 -0.3 0.1 0.3
H -0.494 1.760 -3.094 0.0 0.1 0.0
H -1.954 5.788 -1.537 0.1 0.0 -0.1
H 0.134 0.157 -2.699 0.0 0.0 0.0
H 2.017 1.797 -3.006 0.1 -0.1 0.1
H -1.953 8.851 -1.749 0.0 0.0 0.0
H -1.319 -4.496 3.992 0.3 0.1 -0.2
H -2.439 7.933 -0.312 -0.1 0.0 0.0
H -3.448 -4.134 2.732 0.0 -0.1 -0.2
H -1.461 -0.328 1.582 -0.4 0.0 -0.6
H -0.763 7.899 -0.868 0.0 0.0 0.0
H 2.217 -3.818 1.114 -0.2 -0.1 0.0
H -1.845 -2.989 -0.376 0.0 -0.1 0.0
H -3.198 6.745 -2.333 0.0 0.0 -0.1
H -2.819 -5.067 1.368 0.0 0.1 -0.1
H 2.099 -2.586 3.336 0.3 0.0 -0.4
H -0.540 1.172 -1.423 0.0 0.1 0.0
H 0.283 -5.978 3.049 0.2 0.2 0.0
H -2.107 -5.991 3.539 0.1 0.0 0.0
H 4.292 -1.214 0.203 0.0 0.0 0.0